[1]
{"formula": "C20H42ClN6O14", "method": "wB97M-V/def2-TZVPD", "elements": ["Cl", "O", "O", "O", "O", "O", "O", "O", "O", "O", "O", "O", "O", "O", "O", "N", "N", "N", "N", "N", "N", "C", "C", "C", "C", "C", "C", "C", "C", "C", "C", "C", "C", "C", "C", "C", "C", "C", "C", "C", "C", "H", "H", "H", "H", "H", "H", "H", "H", "H", "H", "H", "H", "H", "H", "H", "H", "H", "H", "H", "H", "H", "H", "H", "H", "H", "H", "H", "H", "H", "H", "H", "H", "H", "H", "H", "H", "H", "H", "H", "H", "H", "H"], "xyz": [[-0.777, 0.061, -0.694], [3.081, -5.178, -0.410], [-1.712, -0.789, 0.069], [-0.285, -0.577, -1.855], [-4.525, -0.553, -3.080], [2.642, -2.925, 0.309], [2.170, 3.171, 2.033], [4.259, -0.647, 1.133], [0.299, 0.533, 0.120], [1.116, -1.138, 3.186], [-6.266, 0.629, -0.041], [3.909, 0.045, -4.080], [-0.027, 3.298, 1.927], [-0.166, 5.205, 0.356], [-1.606, 1.173, -1.137], [-4.284, -2.668, -2.693], [-4.413, 1.653, -0.477], [1.788, 4.241, 0.152], [-0.803, -1.094, 4.297], [1.666, -0.386, -3.889], [2.106, -0.326, 1.735], [3.719, -0.801, 3.397], [-0.111, -1.285, 3.186], [2.196, -1.736, -0.315], [-4.291, -0.784, -0.282], [-0.017, 3.546, -1.455], [0.506, 4.355, -0.226], [-3.767, -1.495, -3.053], [2.807, 0.163, -3.485], [1.092, 2.580, 2.156], [2.032, -3.474, -1.810], [3.373, -0.599, 1.934], [2.666, -3.994, -0.622], [2.693, 1.008, -2.202], [2.139, -1.953, -1.771], [-0.670, 1.482, 3.177], [-5.046, 0.545, -0.257], [-0.919, -1.708, 1.942], [0.644, 1.191, 2.572], [-1.132, 2.640, 2.364], [-2.295, -1.257, -3.374], [0.830, -0.331, -3.325], [-1.990, -1.535, 2.043], [-3.591, -3.392, -2.571], [3.310, -1.753, 3.736], [-0.907, 4.024, -1.864], [-4.878, 2.534, -0.310], [-1.702, -1.273, -2.460], [-4.204, -1.357, -1.205], [2.456, -4.057, -2.628], [1.000, -3.825, -1.821], [3.018, -1.592, -2.305], [1.691, -1.114, -4.589], [-0.597, -1.099, 1.097], [-3.256, -0.579, -0.006], [-1.792, -0.931, 4.172], [3.248, -0.003, 3.972], [-0.362, -0.558, 5.031], [1.320, -1.474, -2.308], [0.675, 0.456, 1.769], [-2.050, -0.277, -3.785], [1.187, -1.515, 0.033], [1.989, 4.642, 1.057], [-5.237, -2.679, -2.360], [4.777, -0.556, 3.488], [-1.529, 2.077, 1.519], [-4.811, -1.412, 0.442], [-0.200, 2.475, -1.368], [0.524, 3.717, -2.385], [2.703, -0.837, 0.037], [3.417, 1.813, -2.326], [1.633, -0.054, 0.886], [-0.806, -2.763, 1.694], [-3.411, 1.697, -0.356], [1.443, -0.627, 2.435], [-1.867, 3.266, 2.871], [1.363, 0.883, 3.332], [-1.286, 0.583, 3.203], [2.578, 0.464, -1.264], [-2.000, -2.045, -4.067], [2.391, 3.778, -0.512], [-0.546, 1.687, 4.240], [1.679, 1.390, -2.081]], "homo_lumo_gap_ev": 8.251, "de_lowest_kcal_mol": 348.36, "energy_ha": -2628.79898, "charge": -1, "e_lumo_ha": 0.0731}

***

[2]
{"formula": "C4H32NO13", "method": "wB97M-V/def2-TZVPD", "elements": ["O", "O", "O", "O", "O", "O", "O", "O", "O", "O", "O", "O", "O", "N", "C", "C", "C", "C", "H", "H", "H", "H", "H", "H", "H", "H", "H", "H", "H", "H", "H", "H", "H", "H", "H", "H", "H", "H", "H", "H", "H", "H", "H", "H", "H", "H", "H", "H", "H", "H"], "xyz": [[-2.585, -1.759, -2.978], [0.671, -0.039, -3.133], [0.023, 2.733, -2.003], [2.323, -2.093, 2.873], [4.305, 0.111, -0.259], [0.832, 2.927, 3.046], [2.215, 1.400, -1.438], [0.209, -2.075, 1.229], [-3.266, -2.339, -0.413], [-2.168, 1.851, -0.424], [-0.348, 3.651, 0.402], [2.048, -2.325, -0.805], [-3.710, -0.965, 2.098], [-0.581, -0.766, -1.047], [-0.586, -0.905, 1.417], [0.360, 0.302, 1.372], [-2.226, -2.359, 0.186], [-1.491, -0.970, 0.149], [-1.739, 2.727, -0.605], [0.747, 2.113, -1.782], [4.323, -0.623, -0.894], [-0.284, 4.590, 0.181], [-0.091, 0.126, -0.992], [1.948, -1.976, 3.764], [-4.339, -1.701, 2.118], [1.973, -3.235, -1.114], [0.066, -1.576, -0.997], [0.768, 3.294, 2.148], [-3.093, -1.283, -3.654], [-3.214, -2.475, -2.786], [-3.148, -1.116, 2.857], [0.200, 3.417, 3.573], [-2.301, -0.226, 0.165], [-0.528, 2.155, -2.561], [1.832, -2.447, 0.149], [0.900, -2.292, 1.899], [0.678, 0.511, 2.402], [2.614, 1.181, -0.593], [-1.106, -0.687, -1.925], [1.526, 0.336, -2.911], [1.269, 0.109, 0.771], [0.010, 3.246, -0.426], [-0.115, 1.266, 1.075], [2.932, 1.750, -1.986], [-3.074, 2.085, -0.185], [4.955, -0.164, 0.391], [2.540, -1.182, 2.641], [-1.092, -0.962, 2.362], [0.597, -0.158, -4.091], [-1.780, -3.184, 0.734]], "homo_lumo_gap_ev": 10.083, "de_lowest_kcal_mol": 92.88, "energy_ha": -1204.24818, "charge": 1, "e_lumo_ha": -0.0915}

***

[3]
{"formula": "C5H15N2", "method": "wB97M-V/def2-TZVPD", "elements": ["N", "N", "C", "C", "C", "C", "C", "H", "H", "H", "H", "H", "H", "H", "H", "H", "H", "H", "H", "H", "H", "H"], "xyz": [[0.003, -0.200, -0.124], [2.697, -0.712, -0.089], [0.914, 0.931, -0.552], [2.242, 0.351, -0.960], [-1.283, 0.211, 0.628], [-1.589, -1.019, 1.536], [-2.267, 0.471, -0.480], [0.659, -0.993, 0.204], [3.042, 1.086, -1.105], [-0.776, -0.988, 2.298], [2.072, -0.080, -1.966], [-2.519, -0.825, 2.081], [-1.519, -1.962, 1.007], [0.478, 1.535, -1.339], [-3.146, 0.930, -0.023], [3.513, -1.206, -0.417], [-1.145, 1.031, 1.319], [2.883, -0.398, 0.873], [-2.652, -0.414, -0.994], [0.858, 1.593, 0.301], [-0.448, -0.550, -0.973], [-2.016, 1.211, -1.226]], "homo_lumo_gap_ev": 11.157, "de_lowest_kcal_mol": 17.97, "energy_ha": -308.76403, "smiles": "CC(C)[NH2+]CCN", "charge": 1, "e_lumo_ha": -0.0995}

***

[4]
{"formula": "C5H11NOS", "method": "wB97M-V/def2-TZVPD", "elements": ["S", "O", "N", "C", "C", "C", "C", "C", "H", "H", "H", "H", "H", "H", "H", "H", "H", "H", "H"], "xyz": [[0.505, -1.258, 2.262], [-2.145, -1.521, 1.119], [-1.281, -0.796, 0.298], [0.513, 1.680, -0.143], [0.770, 0.241, -0.258], [2.229, -0.108, -0.059], [-2.043, -0.470, -0.848], [-0.063, -0.610, 0.759], [-1.501, 0.149, -1.604], [-1.426, -1.857, 1.794], [0.610, 1.936, 0.931], [2.840, 0.415, -0.787], [2.525, 0.295, 0.892], [0.366, 0.021, -1.256], [-0.441, 1.853, -0.586], [-2.424, -1.358, -1.232], [1.328, 2.292, -0.659], [2.417, -1.177, -0.196], [-2.779, 0.273, -0.427]], "homo_lumo_gap_ev": 9.235, "de_lowest_kcal_mol": 70.68, "energy_ha": -725.21224, "smiles": "CC(C)C(=S)N(C)O", "e_lumo_ha": 0.0241}

***

Repeat the second record exactly.
{"formula": "C4H32NO13", "method": "wB97M-V/def2-TZVPD", "elements": ["O", "O", "O", "O", "O", "O", "O", "O", "O", "O", "O", "O", "O", "N", "C", "C", "C", "C", "H", "H", "H", "H", "H", "H", "H", "H", "H", "H", "H", "H", "H", "H", "H", "H", "H", "H", "H", "H", "H", "H", "H", "H", "H", "H", "H", "H", "H", "H", "H", "H"], "xyz": [[-2.585, -1.759, -2.978], [0.671, -0.039, -3.133], [0.023, 2.733, -2.003], [2.323, -2.093, 2.873], [4.305, 0.111, -0.259], [0.832, 2.927, 3.046], [2.215, 1.400, -1.438], [0.209, -2.075, 1.229], [-3.266, -2.339, -0.413], [-2.168, 1.851, -0.424], [-0.348, 3.651, 0.402], [2.048, -2.325, -0.805], [-3.710, -0.965, 2.098], [-0.581, -0.766, -1.047], [-0.586, -0.905, 1.417], [0.360, 0.302, 1.372], [-2.226, -2.359, 0.186], [-1.491, -0.970, 0.149], [-1.739, 2.727, -0.605], [0.747, 2.113, -1.782], [4.323, -0.623, -0.894], [-0.284, 4.590, 0.181], [-0.091, 0.126, -0.992], [1.948, -1.976, 3.764], [-4.339, -1.701, 2.118], [1.973, -3.235, -1.114], [0.066, -1.576, -0.997], [0.768, 3.294, 2.148], [-3.093, -1.283, -3.654], [-3.214, -2.475, -2.786], [-3.148, -1.116, 2.857], [0.200, 3.417, 3.573], [-2.301, -0.226, 0.165], [-0.528, 2.155, -2.561], [1.832, -2.447, 0.149], [0.900, -2.292, 1.899], [0.678, 0.511, 2.402], [2.614, 1.181, -0.593], [-1.106, -0.687, -1.925], [1.526, 0.336, -2.911], [1.269, 0.109, 0.771], [0.010, 3.246, -0.426], [-0.115, 1.266, 1.075], [2.932, 1.750, -1.986], [-3.074, 2.085, -0.185], [4.955, -0.164, 0.391], [2.540, -1.182, 2.641], [-1.092, -0.962, 2.362], [0.597, -0.158, -4.091], [-1.780, -3.184, 0.734]], "homo_lumo_gap_ev": 10.083, "de_lowest_kcal_mol": 92.88, "energy_ha": -1204.24818, "charge": 1, "e_lumo_ha": -0.0915}